one) # C4H15NO3

A cluster of 4 separate species, C4H15NO3 in total (ωB97M-V/def2-TZVPD, the OMol25 dataset).

Last column: Löwdin charge in e.
Element x y z (Å)
C 0.688 2.944 -0.928  -0.13
C 0.467 1.465 -1.229  -0.23
C -0.599 0.896 -0.307  -0.45
C -1.693 1.482 0.150  -0.01
N -0.412 -0.510 -0.310  0.07
H -0.342 3.385 -0.850  0.06
H 0.962 3.055 0.137  0.08
H 1.250 3.547 -1.569  0.04
H 0.198 1.413 -2.281  0.10
H 1.448 0.930 -1.069  0.11
H -1.854 2.539 0.285  0.03
H -2.512 0.902 0.628  0.06
H -0.056 -0.845 -1.147  0.02
H -0.872 -1.068 0.419  0.02
H 2.705 -1.774 1.890  0.01
H 2.086 -0.653 1.155  -0.04
O 2.655 -0.787 1.901  -0.17
H -0.642 -1.902 2.236  -0.03
H -1.847 -2.816 2.438  -0.07
O -1.593 -2.011 2.055  -0.28
H -0.246 -3.288 -0.434  -0.03
H -0.135 -3.495 -1.988  -0.01
O 0.345 -3.408 -1.180  -0.16

HOMO (alpha / beta) in eV: 0.59 / -5.13
Net charge: -1
⟨S²⟩: 0.7505
Lowest unoccupied orbital energy (alpha / beta) in hartree: 0.125 / 0.122
Gap between HOMO and LUMO (alpha / beta) in eV: 2.82 / 8.45
2S+1: 2


two) # C4H15NO3

A cluster of 4 separate species, C4H15NO3 in total (ωB97M-V/def2-TZVPD, the OMol25 dataset).

Last column: Löwdin charge in e.
Element x y z (Å)
C -0.031 -0.417 -1.065  -0.23
N -0.171 0.761 -0.134  -0.09
C -1.547 0.870 0.295  -0.27
C -1.975 -0.594 0.363  -0.24
C -1.061 -1.473 -0.501  -0.19
H 0.971 -0.744 -1.126  0.06
H -0.381 -0.148 -2.060  0.08
H 0.601 0.842 0.531  0.03
H -2.253 1.423 -0.546  0.11
H -1.769 1.293 1.200  0.05
H -2.093 -0.939 1.289  0.02
H -3.011 -0.664 0.000  0.10
H -1.479 -1.822 -1.440  0.07
H -0.624 -2.388 0.043  0.10
H 3.846 -0.282 0.891  -0.04
H 3.313 -1.017 -0.280  -0.10
O 3.834 -1.063 0.407  -0.05
H 1.982 -0.471 2.003  -0.14
H 1.176 -1.122 3.107  0.03
O 2.167 -0.862 2.809  -0.24
H -2.736 2.782 -1.808  0.06
H -1.342 1.929 -2.103  -0.02
O -1.916 2.636 -2.381  -0.11

HOMO (alpha / beta) in eV: 0.55 / -5.32
Net charge: -1
⟨S²⟩: 0.7508
Lowest unoccupied orbital energy (alpha / beta) in hartree: 0.127 / 0.123
Gap between HOMO and LUMO (alpha / beta) in eV: 2.91 / 8.67
2S+1: 2


Most stable: one)


one) # C7H11N2O2

A cluster of 2 separate species, C7H11N2O2 in total (ωB97M-V/def2-TZVPD, the OMol25 dataset).

Last column: Löwdin charge in e.
Element x y z (Å)
C -3.452 -1.722 0.139  -0.01
C -0.940 -1.143 -0.375  0.08
C -2.014 -1.647 0.447  -0.27
C -0.173 -2.070 1.394  -0.05
N 0.189 -1.499 0.226  0.11
N -1.501 -2.234 1.508  0.14
H -0.832 -0.720 -1.369  0.16
H 1.072 -1.085 -0.241  0.09
H -3.686 -2.058 -0.867  0.09
H -3.930 -0.790 0.445  0.10
H 0.616 -2.478 2.008  0.14
H -3.897 -2.433 0.837  0.09
C 2.104 1.621 -0.019  -0.19
C 1.792 3.120 0.024  -0.11
C 1.766 0.973 -1.390  -0.67
O 1.639 1.718 -2.357  0.01
O 1.645 -0.304 -1.363  -0.11
H 3.105 1.295 0.273  0.11
H 1.416 1.165 0.709  0.08
H 2.118 3.504 0.988  0.07
H 0.726 3.220 -0.155  0.07
H 2.238 3.567 -0.863  0.07

HOMO (alpha / beta) in eV: -8.30 / -8.30
⟨S²⟩: 0.7637
Lowest unoccupied orbital energy (alpha / beta) in hartree: 0.008 / -0.144
Gap between HOMO and LUMO (alpha / beta) in eV: 8.51 / 4.39
2S+1: 2


two) # C7H11N2O2

A cluster of 2 separate species, C7H11N2O2 in total (ωB97M-V/def2-TZVPD, the OMol25 dataset).

Last column: Löwdin charge in e.
Element x y z (Å)
C 2.063 1.957 -0.188  0.05
C 2.985 1.041 -1.023  -0.64
O 3.483 1.485 -2.092  0.28
O 3.252 -0.039 -0.546  0.09
H 2.567 2.260 0.702  0.09
H 1.269 1.297 0.086  0.07
H 1.831 2.792 -0.714  0.04
C -1.808 0.421 0.555  -0.24
C -2.194 1.077 -0.816  -0.10
C -1.079 -0.820 0.465  -0.31
C -1.155 -1.920 1.392  -0.05
C 0.342 -2.391 -0.282  -0.16
N -0.177 -1.225 -0.561  0.08
N -0.213 -2.856 0.994  0.03
H -1.056 1.071 1.194  0.14
H -2.765 0.256 1.011  0.10
H -2.726 0.381 -1.397  0.04
H -1.567 -1.816 2.328  0.08
H 1.366 -2.600 -0.491  0.10
H -0.074 -3.832 1.300  0.14
H -1.292 1.680 -1.288  0.11
H -3.053 1.780 -0.630  0.07

HOMO (alpha / beta) in eV: -8.25 / -8.25
⟨S²⟩: 0.7545
Lowest unoccupied orbital energy (alpha / beta) in hartree: 0.032 / -0.115
Gap between HOMO and LUMO (alpha / beta) in eV: 9.11 / 5.13
2S+1: 2


Most stable: one)